No. 1
A molecular structure, C8H18LaN2OS5. Source: the OMol25 dataset; level of theory: the ωB97M-V functional and the def2-TZVPD basis.

Output
F_max = 0.601 eV Å⁻¹
Lowest unoccupied orbital energy = -0.1229 Eh
Energy relative to the best compared isomer or geometry (same formula, charge and spin) = 0.000 eV
Multiplicity = 1
Charge = +1
HOMO-LUMO gap = 0.256 hartree

Cartesian coordinates (Å):
La (0.427, -0.077, 0.941)
S (0.888, 4.131, 3.089)
C (0.549, 2.723, 2.375)
S (0.203, 1.249, 3.323)
S (0.468, 2.606, 0.588)
C (2.700, 2.479, -3.045)
N (3.273, 1.725, -1.938)
C (3.931, 2.555, -0.929)
C (3.062, 0.417, -1.762)
S (3.136, -0.255, -0.177)
N (2.837, -0.356, -2.835)
C (3.496, -0.100, -4.118)
C (2.340, -1.717, -2.686)
H (2.201, 3.351, -2.622)
H (1.970, 1.874, -3.576)
H (3.464, 2.824, -3.743)
H (4.548, 3.282, -1.455)
H (4.561, 1.942, -0.293)
H (3.191, 3.071, -0.315)
H (4.186, 0.733, -4.030)
H (2.772, 0.106, -4.906)
H (4.067, -0.988, -4.387)
H (1.467, -1.746, -2.032)
H (3.105, -2.381, -2.280)
H (2.036, -2.069, -3.669)
C (-2.979, 2.028, -1.041)
S (-3.169, 0.794, 0.229)
C (-3.089, 1.843, 1.664)
O (-1.845, 0.005, 0.195)
H (-3.756, 2.776, -0.898)
H (-3.104, 1.544, -2.005)
H (-1.991, 2.476, -0.928)
H (-4.005, 2.430, 1.670)
H (-2.203, 2.477, 1.617)
H (-3.057, 1.204, 2.545)

Just the Löwdin charges please, in e? Sure, here they are:
1 La 1.399
2 S 0.588
3 C -1.811
4 S 0.296
5 S 0.295
6 C -0.034
7 N -0.198
8 C -0.064
9 C -0.741
10 S 0.553
11 N -0.200
12 C -0.028
13 C -0.082
14 H 0.102
15 H 0.091
16 H 0.101
17 H 0.101
18 H 0.063
19 H 0.061
20 H 0.090
21 H 0.101
22 H 0.104
23 H 0.059
24 H 0.094
25 H 0.098
26 C -0.236
27 S 0.931
28 C -0.249
29 O -0.806
30 H 0.074
31 H 0.063
32 H 0.024
33 H 0.074
34 H 0.027
35 H 0.062

---

No. 2
2 unconnected molecules or ions with the total composition C8H18N2. Source: the OMol25 dataset; level of theory: the ωB97M-V functional and the def2-TZVPD basis.

Output
F_max = 5.455 eV Å⁻¹
Lowest unoccupied orbital energy (spin up / spin down) = 0.0262 / -0.1040 Eh
Expectation value of S² = 2.011
Multiplicity = 3
HOMO-LUMO gap (spin up / spin down) = 0.135 / 0.169 hartree

Cartesian coordinates (Å):
C (1.898, 1.147, -0.586)
C (-0.963, -0.393, -0.529)
C (-1.738, 0.603, -0.135)
C (1.993, 0.053, 0.158)
C (-1.740, 1.987, -0.762)
C (-2.666, 0.558, 1.021)
C (2.706, -1.145, -0.458)
C (1.577, 0.011, 1.586)
N (-0.498, -2.757, -0.543)
N (-1.020, -1.620, 0.127)
H (2.462, 1.066, -1.527)
H (1.458, 2.059, -0.113)
H (-0.209, -0.297, -1.285)
H (-2.028, 2.875, -0.020)
H (-2.501, 2.116, -1.573)
H (-0.784, 2.207, -1.230)
H (-3.234, 1.420, 0.917)
H (-2.092, 0.721, 1.983)
H (-3.272, -0.373, 0.920)
H (3.188, -1.656, 0.337)
H (3.532, -0.867, -1.200)
H (2.275, -1.945, -1.063)
H (0.656, -0.498, 1.747)
H (1.290, 1.074, 1.903)
H (2.486, -0.459, 2.231)
H (-0.841, -2.832, -1.532)
H (0.524, -2.931, -0.494)
H (-1.907, -1.893, 0.458)

Just the Löwdin charges please, in e? Sure, here they are:
1 C -0.063
2 C -0.123
3 C -0.306
4 C -0.503
5 C -0.069
6 C -0.048
7 C -0.102
8 C -0.108
9 N 0.002
10 N -0.047
11 H 0.041
12 H 0.056
13 H 0.090
14 H 0.127
15 H 0.087
16 H 0.048
17 H 0.038
18 H 0.123
19 H 0.097
20 H 0.043
21 H 0.089
22 H 0.037
23 H 0.021
24 H 0.086
25 H 0.119
26 H 0.096
27 H 0.072
28 H 0.098

---

No. 3
A gas-phase ion, C8H18N2 (charge +2). Source: the OMol25 dataset; level of theory: the ωB97M-V functional and the def2-TZVPD basis.

Output
F_max = 3.977 eV Å⁻¹
Lowest unoccupied orbital energy = -0.3057 Eh
Energy relative to the best compared isomer or geometry (same formula, charge and spin) = 1.925 eV
SMILES = C/[NH+]=C1\CC[N+](C)(C)[C@H]1C
Multiplicity = 1
Charge = +2
HOMO-LUMO gap = 0.430 hartree

Cartesian coordinates (Å):
C (2.050, 2.872, 0.726)
N (0.893, 2.282, 0.068)
C (0.691, 1.003, -0.081)
C (1.570, -0.027, 0.522)
C (1.057, -1.375, -0.071)
N (-0.379, -1.187, -0.303)
C (-1.029, -2.124, -1.400)
C (-1.213, -1.644, 0.835)
C (-0.645, 0.217, -0.669)
C (-1.838, 1.018, -0.132)
H (1.906, 3.937, 0.772)
H (2.904, 2.708, 0.083)
H (2.313, 2.320, 1.676)
H (0.093, 2.759, -0.236)
H (1.428, 0.074, 1.688)
H (2.640, 0.180, 0.201)
H (1.541, -1.436, -1.015)
H (1.255, -2.227, 0.593)
H (-0.751, -1.807, -2.443)
H (-0.732, -3.162, -1.067)
H (-2.093, -2.108, -1.252)
H (-2.150, -1.347, 0.669)
H (-1.159, -2.740, 0.971)
H (-0.824, -1.043, 1.608)
H (-0.537, 0.169, -1.768)
H (-1.910, 2.093, -0.548)
H (-1.756, 1.022, 0.968)
H (-2.856, 0.641, -0.335)

Just the Löwdin charges please, in e? Sure, here they are:
1 C 0.031
2 N 0.111
3 C -0.076
4 C -0.051
5 C -0.061
6 N -0.296
7 C 0.083
8 C 0.028
9 C -0.171
10 C -0.008
11 H 0.115
12 H 0.113
13 H 0.135
14 H 0.142
15 H 0.197
16 H 0.172
17 H 0.142
18 H 0.166
19 H 0.138
20 H 0.141
21 H 0.105
22 H 0.061
23 H 0.152
24 H 0.107
25 H 0.169
26 H 0.139
27 H 0.107
28 H 0.111

---

No. 4
A molecular structure, C8H18N2O4Tl. Source: the OMol25 dataset; level of theory: the ωB97M-V functional and the def2-TZVPD basis.

Output
F_max = 2.447 eV Å⁻¹
Lowest unoccupied orbital energy (spin up / spin down) = 0.0190 / -0.0413 Eh
Expectation value of S² = 0.756
Multiplicity = 2
HOMO-LUMO gap (spin up / spin down) = 0.288 / 0.224 hartree

Cartesian coordinates (Å):
Tl (0.733, 2.792, -1.027)
O (-0.212, 0.211, -2.237)
C (0.162, 0.118, -3.586)
C (0.701, 1.363, -4.438)
O (1.520, 2.345, -3.873)
H (-0.510, -0.489, -4.192)
H (0.927, -0.655, -3.656)
H (-0.183, 1.913, -4.761)
H (1.081, 1.071, -5.417)
C (2.441, -1.238, 1.974)
C (1.747, -0.497, 0.830)
O (1.623, 0.707, 0.807)
N (1.145, -1.199, -0.129)
C (1.179, -2.568, -0.455)
H (2.812, -0.426, 2.599)
H (3.170, -2.025, 1.779)
H (1.610, -1.673, 2.530)
H (0.636, -0.633, -0.794)
H (0.270, -3.020, -0.059)
H (2.047, -3.067, -0.024)
H (1.117, -2.843, -1.508)
C (-1.371, 1.957, 3.538)
C (-1.604, 1.420, 2.090)
O (-1.076, 2.042, 1.170)
N (-2.375, 0.336, 1.978)
C (-2.709, -0.396, 0.748)
H (-0.405, 2.415, 3.752)
H (-1.399, 1.160, 4.280)
H (-2.129, 2.671, 3.860)
H (-2.724, -0.077, 2.831)
H (-1.760, -0.823, 0.426)
H (-3.053, 0.307, -0.010)
H (-3.411, -1.199, 0.975)

Just the Löwdin charges please, in e? Sure, here they are:
1 Tl 1.017
2 O -0.400
3 C -0.389
4 C -0.284
5 O -0.147
6 H 0.088
7 H 0.081
8 H 0.126
9 H 0.101
10 C 0.011
11 C -0.553
12 O -0.090
13 N 0.016
14 C -0.088
15 H 0.079
16 H 0.075
17 H 0.083
18 H 0.071
19 H 0.079
20 H 0.080
21 H 0.088
22 C 0.000
23 C -0.522
24 O -0.100
25 N 0.008
26 C -0.030
27 H 0.078
28 H 0.062
29 H 0.075
30 H 0.130
31 H 0.074
32 H 0.093
33 H 0.085

---

No. 5
A single C8H18N3P molecule. Source: the OMol25 dataset; level of theory: the ωB97M-V functional and the def2-TZVPD basis.

Output
F_max = 1.545 eV Å⁻¹
Lowest unoccupied orbital energy (spin up / spin down) = -0.0086 / -0.0039 Eh
Energy relative to the best compared isomer or geometry (same formula, charge and spin) = 0.000 eV
Multiplicity = 1
HOMO-LUMO gap (spin up / spin down) = 0.271 / 0.270 hartree

Cartesian coordinates (Å):
C (2.167, 1.292, 0.040)
C (0.448, -0.599, -1.402)
C (-2.491, -0.158, -0.925)
C (-1.383, -1.361, 0.974)
C (-2.000, 1.045, 1.179)
C (0.954, 0.721, 0.680)
C (-0.115, 0.410, -0.385)
C (-1.473, -0.030, 0.218)
N (3.300, 0.733, 0.202)
N (4.407, 1.273, -0.340)
N (5.350, 0.369, -0.226)
P (5.058, -1.147, 0.350)
H (2.046, 2.170, -0.599)
H (0.310, -0.252, -2.423)
H (1.513, -0.749, -1.245)
H (-0.032, -1.569, -1.318)
H (-2.126, -0.806, -1.716)
H (-2.701, 0.822, -1.351)
H (-3.425, -0.573, -0.554)
H (-0.628, -1.321, 1.752)
H (-2.339, -1.581, 1.445)
H (-1.143, -2.183, 0.304)
H (-1.476, 1.026, 2.130)
H (-3.057, 0.877, 1.379)
H (-1.897, 2.039, 0.745)
H (0.559, 1.457, 1.384)
H (1.238, -0.176, 1.229)
H (-0.305, 1.357, -0.909)
H (6.255, 0.688, -0.559)
H (6.428, -1.470, 0.288)

Just the Löwdin charges please, in e? Sure, here they are:
1 C -0.152
2 C -0.049
3 C -0.053
4 C -0.045
5 C -0.062
6 C -0.153
7 C -0.329
8 C -0.581
9 N -0.097
10 N -0.109
11 N -0.435
12 P 0.732
13 H 0.128
14 H 0.083
15 H 0.064
16 H 0.065
17 H 0.075
18 H 0.087
19 H 0.084
20 H 0.078
21 H 0.086
22 H 0.076
23 H 0.077
24 H 0.083
25 H 0.087
26 H 0.112
27 H 0.119
28 H 0.135
29 H 0.090
30 H -0.196

---

No. 6
2 unconnected molecules or ions with the total composition C8H18N4. Source: the OMol25 dataset; level of theory: the ωB97M-V functional and the def2-TZVPD basis.

Output
F_max = 5.302 eV Å⁻¹
Lowest unoccupied orbital energy = 0.0203 Eh
Energy relative to the best compared isomer or geometry (same formula, charge and spin) = 1.425 eV
Multiplicity = 1
HOMO-LUMO gap = 0.323 hartree

Cartesian coordinates (Å):
C (2.931, 1.584, 0.183)
C (-2.948, 1.955, -0.094)
C (-0.641, -1.605, -0.976)
C (-0.107, -1.431, 1.457)
C (-2.306, 0.619, 0.423)
C (-0.734, 0.740, 0.138)
C (0.000, -0.641, 0.158)
C (1.423, -0.567, -0.270)
N (3.477, 1.973, -0.759)
N (2.330, -1.586, -0.102)
N (1.482, 0.037, -1.561)
N (2.352, 0.876, 1.028)
H (-2.119, 2.779, -0.200)
H (-3.738, 2.418, 0.494)
H (-3.180, 1.787, -1.176)
H (-0.698, -1.031, -1.971)
H (0.071, -2.359, -1.204)
H (-1.524, -2.014, -0.612)
H (-1.107, -1.682, 1.740)
H (0.404, -0.985, 2.314)
H (0.383, -2.314, 1.279)
H (-2.422, 0.374, 1.458)
H (-2.718, -0.113, -0.310)
H (-0.653, 1.208, -0.751)
H (-0.373, 1.354, 0.939)
H (3.134, -1.625, -0.707)
H (2.359, -2.021, 0.821)
H (0.955, 0.909, -1.524)
H (2.407, 0.275, -1.872)
H (1.560, 1.088, 1.658)

Just the Löwdin charges please, in e? Sure, here they are:
1 C -0.583
2 C -0.109
3 C -0.013
4 C -0.034
5 C -0.201
6 C -0.139
7 C -0.446
8 C -0.375
9 N 0.069
10 N 0.155
11 N 0.128
12 N 0.059
13 H 0.096
14 H 0.058
15 H 0.079
16 H 0.116
17 H 0.064
18 H 0.050
19 H 0.084
20 H 0.097
21 H 0.044
22 H 0.090
23 H 0.100
24 H 0.054
25 H 0.102
26 H 0.116
27 H 0.114
28 H 0.090
29 H 0.067
30 H 0.068

---

No. 7
A gas-phase ion, C8H18N4 (charge +2). Source: the OMol25 dataset; level of theory: the ωB97M-V functional and the def2-TZVPD basis.

Output
F_max = 4.937 eV Å⁻¹
Lowest unoccupied orbital energy = -0.2709 Eh
Energy relative to the best compared isomer or geometry (same formula, charge and spin) = 2.429 eV
SMILES = CC[NH2+][C@]1(CC)N=C[C@H]([NH3+])C=N1
Multiplicity = 1
Charge = +2
HOMO-LUMO gap = 0.380 hartree

Cartesian coordinates (Å):
C (-3.003, 1.645, -0.616)
C (-2.686, 0.205, -0.140)
N (-1.670, 0.054, 1.108)
C (-0.377, -0.389, 0.535)
C (-0.530, -1.894, 0.214)
C (0.734, -2.604, -0.458)
N (-0.142, 0.388, -0.647)
C (1.012, 0.746, -0.860)
C (2.259, 0.396, 0.016)
N (3.242, 1.502, -0.230)
C (1.652, 0.247, 1.400)
N (0.483, -0.102, 1.644)
H (-3.433, 2.247, 0.127)
H (-2.101, 2.154, -1.090)
H (-3.859, 1.603, -1.330)
H (-2.158, -0.171, -0.994)
H (-3.537, -0.470, 0.189)
H (-1.968, -0.612, 1.771)
H (-1.669, 0.970, 1.472)
H (-0.804, -2.372, 1.113)
H (-1.301, -1.801, -0.481)
H (1.001, -1.989, -1.251)
H (0.330, -3.612, -0.877)
H (1.608, -2.897, 0.201)
H (1.471, 1.336, -1.667)
H (2.648, -0.516, -0.337)
H (3.323, 2.159, 0.610)
H (2.911, 2.090, -1.133)
H (4.192, 1.194, -0.436)
H (2.371, 0.492, 2.148)

Just the Löwdin charges please, in e? Sure, here they are:
1 C -0.055
2 C -0.109
3 N 0.168
4 C -0.507
5 C -0.084
6 C -0.027
7 N 0.176
8 C -0.047
9 C -0.190
10 N 0.216
11 C -0.051
12 N 0.189
13 H 0.056
14 H 0.102
15 H 0.114
16 H 0.080
17 H 0.159
18 H 0.159
19 H 0.158
20 H 0.119
21 H 0.087
22 H 0.028
23 H 0.131
24 H 0.105
25 H 0.133
26 H 0.142
27 H 0.213
28 H 0.226
29 H 0.179
30 H 0.132

---

No. 8
A gas-phase ion, C8H18N4O (charge +2). Source: the OMol25 dataset; level of theory: the ωB97M-V functional and the def2-TZVPD basis.

Output
F_max = 6.039 eV Å⁻¹
Lowest unoccupied orbital energy = -0.2687 Eh
Energy relative to the best compared isomer or geometry (same formula, charge and spin) = 1.241 eV
SMILES = CN/C(=C/[NH+](C)C)OCN=C=[NH+]C
Multiplicity = 1
Charge = +2
HOMO-LUMO gap = 0.318 hartree

Cartesian coordinates (Å):
C (1.036, -3.136, 0.816)
N (0.411, -2.032, 0.072)
C (0.746, -0.724, 0.251)
C (0.575, 0.229, -0.675)
N (1.270, 1.490, -0.588)
C (2.426, 1.473, -1.496)
C (0.408, 2.687, -0.823)
O (1.238, -0.405, 1.495)
C (0.150, -0.319, 2.403)
N (-0.993, 0.194, 1.760)
C (-1.711, 0.284, 0.800)
N (-2.691, 0.531, 0.068)
C (-3.360, -0.588, -0.649)
H (1.779, -2.759, 1.481)
H (0.247, -3.573, 1.514)
H (1.392, -3.947, 0.139)
H (0.069, -2.152, -0.932)
H (0.165, 0.178, -1.693)
H (1.648, 1.712, 0.362)
H (1.930, 1.148, -2.506)
H (3.005, 2.428, -1.400)
H (3.007, 0.556, -1.154)
H (-0.485, 2.418, -0.283)
H (0.622, 3.629, -0.407)
H (0.379, 2.653, -1.990)
H (0.487, 0.415, 3.264)
H (-0.133, -1.323, 2.819)
H (-2.839, 1.534, -0.122)
H (-3.723, -0.264, -1.660)
H (-4.292, -0.903, -0.095)
H (-2.763, -1.434, -0.769)

Just the Löwdin charges please, in e? Sure, here they are:
1 C -0.027
2 N 0.026
3 C -0.376
4 C -0.076
5 N -0.246
6 C 0.015
7 C 0.039
8 O 0.000
9 C -0.123
10 N 0.233
11 C -0.092
12 N 0.094
13 C 0.024
14 H 0.080
15 H 0.111
16 H 0.117
17 H 0.187
18 H 0.157
19 H 0.200
20 H 0.150
21 H 0.140
22 H 0.137
23 H 0.070
24 H 0.100
25 H 0.158
26 H 0.206
27 H 0.171
28 H 0.202
29 H 0.127
30 H 0.131
31 H 0.066